# 1
{
  "formula": "C46H83F3O29",
  "method": "ωB97M-V with the def2-TZVPD basis set",
  "species": ["F", "F", "F", "O", "O", "O", "O", "O", "O", "O", "O", "O", "O", "O", "O", "O", "O", "O", "O", "O", "O", "O", "O", "O", "O", "O", "O", "O", "O", "O", "O", "O", "C", "C", "C", "C", "C", "C", "C", "C", "C", "C", "C", "C", "C", "C", "C", "C", "C", "C", "C", "C", "C", "C", "C", "C", "C", "C", "C", "C", "C", "C", "C", "C", "C", "C", "C", "C", "C", "C", "C", "C", "C", "C", "C", "C", "C", "C", "H", "H", "H", "H", "H", "H", "H", "H", "H", "H", "H", "H", "H", "H", "H", "H", "H", "H", "H", "H", "H", "H", "H", "H", "H", "H", "H", "H", "H", "H", "H", "H", "H", "H", "H", "H", "H", "H", "H", "H", "H", "H", "H", "H", "H", "H", "H", "H", "H", "H", "H", "H", "H", "H", "H", "H", "H", "H", "H", "H", "H", "H", "H", "H", "H", "H", "H", "H", "H", "H", "H", "H", "H", "H", "H", "H", "H", "H", "H", "H", "H", "H", "H"],
  "positions_angstrom": [[4.906, -6.603, -2.237], [6.127, -4.918, -2.748], [5.866, -6.591, -4.153], [-10.057, 0.581, -2.353], [6.178, 4.689, 8.608], [-0.289, -8.789, 14.818], [0.153, -4.692, 10.455], [-7.397, 6.952, -8.261], [-8.106, 0.756, -3.395], [5.709, 8.088, 7.256], [-9.544, 8.247, -10.195], [-1.455, -7.388, 12.268], [6.398, 1.117, 8.745], [-5.351, -6.091, -6.486], [-4.694, 6.330, -6.001], [6.771, 5.137, -10.009], [-4.551, 3.532, 6.402], [-2.618, 3.176, 5.297], [-4.436, 1.996, 4.879], [0.231, -0.943, 0.683], [7.393, -2.559, -8.105], [7.533, -7.089, -1.079], [-7.544, -5.822, -6.728], [8.310, -7.132, -3.159], [4.874, 6.302, -10.506], [6.213, -2.317, -9.926], [4.638, 4.511, -9.289], [-0.305, -2.920, -0.132], [-9.994, 1.353, -4.442], [-6.373, -5.716, -4.697], [0.618, -1.303, -1.393], [5.227, -1.987, -8.017], [-6.390, 4.279, 5.243], [6.685, 2.434, 9.152], [-9.688, 9.035, -9.032], [0.103, -1.838, -0.256], [-4.012, 6.960, -4.903], [8.407, -2.584, -9.151], [5.764, 3.308, 8.397], [5.558, 5.348, -9.900], [6.160, 7.082, 8.182], [-5.924, 6.842, -6.400], [5.904, 9.399, 7.863], [-1.386, -9.129, 13.899], [6.965, 0.176, 9.670], [-5.894, 3.161, 6.244], [9.462, -7.878, -2.920], [-0.146, -3.561, 9.725], [-0.441, -8.992, 16.268], [7.532, -2.615, -10.443], [-9.322, 6.881, -9.877], [-3.766, 2.957, 5.523], [-1.100, -8.826, 12.425], [9.332, -3.795, -8.821], [3.494, 6.230, -10.130], [0.864, 0.009, -1.216], [-6.503, 6.111, -7.615], [-0.753, -5.150, 11.396], [-7.745, 0.012, -2.121], [-3.130, -5.365, -5.516], [5.514, 5.681, 7.787], [-5.212, -6.287, -4.266], [-9.405, 0.943, -3.472], [6.025, -6.277, -2.876], [-5.601, 1.860, 5.664], [2.320, 4.655, -8.293], [-0.337, -6.592, 11.797], [-6.579, 0.686, -1.419], [3.304, 4.892, -9.592], [-9.081, 0.133, -1.421], [-7.888, 6.486, -9.522], [0.975, 0.203, 0.218], [2.403, 0.263, 0.712], [-6.564, -5.970, -6.048], [9.214, -9.408, -3.194], [7.350, -6.858, -2.246], [-4.272, -6.332, -5.486], [6.216, -2.243, -8.687], [-5.882, 4.162, 4.286], [0.334, -7.013, 11.049], [-5.990, 7.918, -6.563], [4.756, 2.967, 8.633], [-10.727, 8.940, -8.719], [-9.725, 6.284, -10.695], [7.696, 2.774, 8.929], [10.428, -7.545, -3.299], [-6.970, 1.531, -0.853], [8.855, -1.595, -9.243], [-6.194, -0.016, -0.679], [8.754, -9.564, -4.170], [2.908, -0.672, 0.468], [5.610, 5.453, 6.725], [-3.682, 7.902, -5.341], [-5.799, 1.027, -2.099], [8.517, -9.791, -2.449], [6.581, 0.223, 10.689], [-7.590, -1.053, -2.292], [2.948, 6.341, -11.067], [9.744, -3.877, -7.816], [5.814, 3.069, 7.334], [-3.450, -4.345, -5.304], [2.965, 4.279, -10.427], [-0.778, -4.479, 12.255], [-10.081, 6.540, -9.173], [7.250, 7.064, 8.154], [-3.209, 6.291, -4.594], [-7.948, 5.398, -9.490], [-4.634, -5.769, -3.501], [-6.526, 1.689, 5.114], [7.847, -2.037, -11.313], [-9.660, 10.075, -9.360], [5.717, 9.909, 6.918], [0.697, -3.299, 9.086], [0.226, -6.714, 12.722], [-6.087, 5.275, 5.565], [-4.055, -7.394, -5.602], [-5.676, 5.954, -8.308], [-0.078, -8.039, 16.655], [10.229, -3.739, -9.437], [9.660, -7.716, -1.861], [-5.313, -7.242, -3.750], [-8.844, 8.843, -8.370], [2.389, 3.680, -7.810], [-0.978, -3.793, 9.059], [-6.474, 2.992, 7.152], [-7.175, 6.909, -10.230], [5.027, 9.665, 8.453], [2.587, 5.488, -7.643], [-1.479, -9.061, 16.593], [-9.049, 0.837, -0.590], [-5.456, 1.008, 6.328], [3.034, 0.951, 0.148], [4.440, 5.685, 7.973], [6.415, -0.725, 9.400], [-0.211, -2.620, 10.271], [-9.388, -0.750, -0.860], [-2.265, -8.528, 14.131], [6.885, 9.663, 8.257], [-4.782, 7.038, -4.135], [-1.738, -9.382, 11.738], [2.424, 0.465, 1.783], [1.775, 0.119, -1.805], [8.040, 0.017, 9.748], [-6.790, 5.069, -7.471], [0.155, -9.811, 16.672], [0.086, 0.624, -1.668], [7.570, -3.681, -10.666], [3.138, 6.920, -9.366], [10.115, -9.976, -2.962], [8.722, -4.655, -9.100], [0.515, 1.133, 0.553], [-2.386, -5.640, -4.767], [-6.653, 6.772, -5.593], [-1.748, -5.108, 10.952], [-7.435, 4.287, 4.935], [-2.500, -5.390, -6.405], [-1.713, -10.156, 13.736], [6.338, 2.543, 10.180], [-0.092, -9.070, 12.088], [5.913, 7.428, 9.185], [1.264, 4.804, -8.518]],
  "gap_ev": 9.499,
  "smiles": "CCOC(=O)C(F)(F)F.C[C@H]1COC(=O)O1.C[C@H]1COC(=O)O1.C[C@H]1COC(=O)O1.C[C@H]1COC(=O)O1.C[C@H]1COC(=O)O1.C[C@H]1COC(=O)O1.COCCOCCOC.COCCOCCOC.COCCOCCOC"
}

# 2
{
  "formula": "C9H6Cl2N4O2",
  "method": "ωB97M-V with the def2-TZVPD basis set",
  "species": ["Cl", "Cl", "O", "O", "N", "N", "N", "N", "C", "C", "C", "C", "C", "C", "C", "C", "C", "H", "H", "H", "H", "H", "H"],
  "positions_angstrom": [[3.774, -1.780, 1.718], [3.693, 1.397, 1.566], [0.943, 2.332, 0.908], [1.082, -2.975, 1.596], [-1.073, 1.144, -1.279], [-0.277, 0.474, -2.221], [-2.390, -2.336, 1.399], [-2.455, 1.649, 1.726], [-0.214, 0.376, 1.506], [2.279, 0.448, 1.554], [1.007, 1.170, 1.333], [-0.183, -0.993, 1.580], [-1.434, 1.086, 1.628], [2.315, -0.917, 1.650], [-1.117, -0.113, -3.251], [1.081, -1.746, 1.609], [-1.391, -1.735, 1.507], [-1.644, 0.652, -3.840], [-0.495, 1.750, -0.690], [0.411, 1.127, -2.590], [-0.477, -0.699, -3.910], [-1.583, 0.455, -0.729], [-1.852, -0.765, -2.771]],
  "gap_ev": 4.644,
  "smiles": "N#CC1=C(C#N)C(=O)C(Cl)=C(Cl)C1=O.CNN"
}

# 3
{
  "formula": "C8H16FNO",
  "method": "ωB97M-V with the def2-TZVPD basis set",
  "species": ["F", "O", "N", "C", "C", "C", "C", "C", "C", "C", "C", "H", "H", "H", "H", "H", "H", "H", "H", "H", "H", "H", "H", "H", "H", "H", "H"],
  "positions_angstrom": [[-1.399, -1.793, 0.844], [-0.925, 1.140, 0.041], [0.377, 0.376, 0.042], [-0.476, 0.356, 2.427], [0.945, -0.262, 2.838], [-0.903, 0.278, -2.688], [1.148, 0.138, 4.273], [-1.188, 0.221, -4.201], [0.587, -0.614, -0.943], [-0.482, 0.345, 1.035], [0.582, -0.076, -2.306], [1.286, 0.851, -2.398], [-0.727, -0.664, -4.529], [-1.405, 0.040, 2.759], [1.633, -0.987, -0.680], [1.702, 0.218, 2.133], [0.930, -1.278, 2.687], [-0.831, 1.081, -4.716], [-2.172, 0.064, -4.590], [-0.384, 1.398, 2.855], [-0.056, -1.427, -0.942], [0.305, -0.321, 4.794], [2.058, -0.381, 4.661], [1.014, -0.848, -3.034], [-1.186, 1.308, -2.379], [-1.640, -0.378, -2.178], [1.207, 1.216, 4.197]],
  "gap_ev": [9.419, 9.418]
}

# 4
{
  "formula": "C18H17Cl2NO3",
  "method": "ωB97M-V with the def2-TZVPD basis set",
  "species": ["Cl", "Cl", "O", "O", "O", "N", "C", "C", "C", "C", "C", "C", "C", "C", "C", "C", "C", "C", "C", "C", "C", "C", "C", "C", "H", "H", "H", "H", "H", "H", "H", "H", "H", "H", "H", "H", "H", "H", "H", "H", "H"],
  "positions_angstrom": [[-4.442, 1.302, 1.967], [-1.971, -0.312, 2.766], [3.388, -0.914, -1.692], [-2.962, -2.149, -1.048], [0.013, 1.607, 1.601], [2.706, 2.165, 1.915], [0.727, -1.910, -1.866], [4.947, 3.157, 2.003], [-3.786, 0.883, -0.826], [-1.648, -1.687, -0.945], [2.240, 1.189, 0.962], [-1.281, -0.646, 0.029], [1.103, -0.853, -0.927], [3.144, 0.599, 0.126], [0.134, -0.224, -0.002], [-3.555, -4.525, -0.847], [2.604, -0.419, -0.905], [-3.408, 0.647, 0.662], [3.499, 3.033, 1.379], [-3.198, -3.191, -0.045], [-2.296, -0.052, 1.001], [0.699, 0.890, 0.914], [-0.685, -2.296, -1.861], [3.174, 3.951, 0.168], [-2.242, -3.299, 0.538], [-3.961, -0.074, -1.387], [3.329, 5.029, 0.445], [1.453, -2.400, -2.553], [2.143, 3.785, -0.244], [5.339, 2.106, 2.079], [-4.039, -2.839, 0.604], [-1.011, -3.074, -2.586], [-4.785, 1.407, -0.820], [3.879, 3.744, -0.689], [4.239, 0.818, 0.136], [-3.081, 1.572, -1.350], [-2.801, -5.307, -0.589], [-3.439, -4.315, -1.945], [5.616, 3.807, 1.384], [-4.603, -4.797, -0.580], [4.820, 3.592, 3.030]],
  "gap_ev": 7.788,
  "smiles": "CCOc1ccc2c(c1/C(Cl)=C(\\C)Cl)C(=O)C(N=C(C)C)=CC2=O"
}

no.,calculated total energy (eV),F_max (eV Å⁻¹)
1,-116565.4970,7.11
2,-44526.5758,3.00
3,-14804.3428,3.83
4,-51614.9659,3.12